Entry from the OMol25 dataset: a 16-piece molecular cluster, C11H51BrO19 overall at a distorted geometry (the ωB97M-V functional and the def2-TZVPD basis).

```
82
Properties=species:S:1:pos:R:3:forces:R:3:lowdin_charge:R:1
Br 1.705241 1.113542 1.016048 0.4 -0.5 -0.7 0.773
O 3.862419 2.256229 -3.019882 -0.2 -0.1 -0.1 -0.054
O -8.018819 -0.373860 0.230984 0.0 0.0 -0.1 -0.062
O 7.804215 0.399191 1.075568 0.3 0.1 -0.2 -0.066
O 11.624804 -0.121068 5.808955 0.4 0.0 0.2 -0.054
O -5.648393 -0.961599 -4.228515 -0.4 0.1 -0.4 -0.061
O -8.330477 2.955366 0.004165 0.1 0.1 -0.2 -0.048
O -0.257130 -4.233114 1.935594 0.2 0.0 -0.1 -0.058
O 0.243811 -0.300781 -1.609918 2.5 -3.5 2.4 0.093
O 9.833223 -0.285523 3.609852 -0.1 0.1 -0.3 -0.078
O 2.278985 -1.085971 -0.785171 -2.7 0.4 0.6 -0.074
O -10.255655 1.429530 -1.832751 -0.2 0.0 0.3 -0.069
O -0.946081 -2.414923 -1.172216 -2.4 -0.5 -0.5 -0.156
O -1.530464 3.211495 1.327860 0.2 0.0 -0.1 -0.070
O 8.136227 1.462628 5.330240 -0.1 0.3 0.1 -0.051
O -5.351189 4.089681 -1.159935 0.0 0.4 -0.1 -0.053
O 3.420381 -3.613882 -2.452648 -0.2 0.0 -0.1 -0.046
O 0.295499 -2.445741 -0.599903 3.2 2.8 -0.3 0.003
O 4.041520 -5.540999 -4.832836 -0.2 0.1 0.2 -0.063
O 3.796822 4.244963 0.097252 -0.2 -0.1 0.0 -0.071
C 2.654795 0.311317 -0.545681 2.4 0.3 -1.1 -0.597
C 0.890423 -1.199653 -1.030818 -1.5 2.5 -1.6 -0.402
C -3.506157 -0.124447 2.019620 -0.9 0.6 0.3 -0.099
C 4.271055 0.261631 -0.315157 -0.6 -1.1 0.3 -0.218
C 4.639002 -0.611660 0.983127 -0.1 -0.2 0.1 -0.123
C -4.525218 0.013516 0.789870 0.2 1.0 0.0 -0.371
C -3.882237 -0.285361 -0.648553 -0.9 -0.2 0.2 -0.163
C -3.179594 -1.972819 -2.467296 -1.2 0.5 0.5 -0.079
C -1.940342 -2.093494 -0.149052 -0.5 -0.2 1.2 -0.120
C -3.347369 -1.778661 -0.854872 0.7 0.3 -1.5 -0.271
C -4.965152 1.596427 0.757770 0.8 -1.0 0.2 -0.101
H -3.048834 -1.158288 2.155160 -0.5 1.4 -0.3 0.072
H 12.392817 -0.271032 5.243931 -0.2 0.0 0.0 0.048
H 5.772907 -0.591146 1.220968 -2.0 -0.1 -0.6 0.064
H -5.289710 4.885736 -0.617643 0.0 -0.1 0.0 0.049
H 4.293162 -4.959542 -4.101693 0.0 0.0 -0.1 0.009
H -0.056770 -3.700177 1.155307 0.0 0.0 0.1 -0.006
H 2.427406 0.966520 -1.455056 -0.1 -1.1 1.6 0.094
H -5.488959 -0.486719 -5.053439 0.0 0.0 0.1 0.045
H 3.269183 1.519127 -3.210614 0.1 0.1 -0.1 0.028
H -2.853584 -3.024200 -2.755997 -0.2 1.5 0.3 0.085
H 3.272804 4.434033 -0.690607 0.1 -0.1 0.0 0.032
H 4.081461 -0.279790 1.932626 0.8 -0.2 -1.5 0.056
H -7.584840 3.031283 -0.608459 0.0 0.1 0.0 0.026
H 3.124054 -5.770264 -4.644052 0.2 -0.1 -0.1 0.028
H 4.668560 -0.339168 -1.218948 -0.6 1.2 1.2 0.126
H -2.733941 0.721187 1.936458 -0.8 -1.5 0.1 0.074
H -5.728246 1.823862 -0.060298 1.1 -0.4 1.3 0.043
H -1.521700 -1.215617 0.469294 -0.8 -1.3 -1.0 0.132
H -4.104328 0.099302 2.981837 0.9 -0.4 -1.4 0.086
H 4.277284 -1.682516 0.771439 0.8 1.5 0.4 0.080
H -3.980399 2.153866 0.522549 -1.7 -0.6 0.4 0.066
H 4.738839 1.299927 -0.322484 -0.9 -1.3 0.0 0.112
H 8.914812 -0.512776 3.798748 0.1 0.1 0.1 0.030
H 11.984350 -0.148024 6.703801 -0.1 0.1 -0.1 0.044
H -7.867177 0.551556 -0.000536 -0.1 -0.1 0.1 -0.001
H -0.780827 2.609435 1.414830 -0.1 0.0 0.0 -0.027
H -10.002511 2.020653 -1.108689 0.2 0.0 -0.1 0.002
H 4.016918 2.662124 -3.881877 0.0 0.0 0.1 0.046
H 0.502843 -4.821794 2.018372 -0.1 0.1 0.0 0.041
H 3.262853 3.605913 0.585358 0.1 0.0 0.0 -0.020
H 7.677627 1.747748 6.129809 0.1 -0.1 -0.1 0.042
H -4.214864 -1.759589 -2.932276 1.8 -0.5 0.8 0.052
H 7.855154 0.905505 0.255694 -0.1 -0.1 0.1 0.041
H 3.185432 -2.815441 -1.962997 0.1 0.0 0.1 0.011
H 8.728790 0.222383 1.299216 -0.1 0.0 0.2 0.028
H -4.737125 -0.141449 -1.415121 1.3 -0.3 1.1 0.120
H -1.312692 3.744111 0.553496 0.0 -0.1 0.1 0.037
H -8.748618 -0.642143 -0.340650 0.1 0.1 0.0 0.030
H 10.084353 0.297128 4.340263 -0.1 -0.2 0.0 -0.006
H -2.040427 -3.035779 0.510863 0.2 1.6 -0.8 0.130
H -4.121626 -2.540043 -0.504534 1.0 1.1 -0.3 0.145
H -8.268820 3.750879 0.545917 0.0 -0.2 0.0 0.054
H 8.144787 2.249991 4.771909 0.0 -0.2 0.0 0.048
H -6.465304 -1.448856 -4.393324 0.1 0.1 0.1 0.048
H -5.336314 1.915366 1.799431 0.4 -0.4 -1.7 0.090
H 2.609313 -3.846611 -2.921493 0.1 0.1 0.1 0.041
H -4.607980 4.165164 -1.770520 -0.1 -0.1 0.0 0.048
H -11.167307 1.188211 -1.629761 0.1 0.0 -0.1 0.036
H -5.434560 -0.665252 0.966577 1.3 1.0 -0.4 0.125
H -2.491680 -1.146763 -2.852384 -0.7 -1.4 0.4 0.090
H -3.110701 0.530010 -0.912136 -0.8 -1.4 0.5 0.133
```
Forces are in eV/Å.

Output
Net charge = 0
DFT total energy = -121174.558 eV
Kohn-Sham gap = 10.058 eV

---

Entry from the OMol25 dataset: C3HgLi2O3 as an isolated structure at a distorted geometry (the ωB97M-V functional and the def2-TZVPD basis).

```
9
Properties=species:S:1:pos:R:3:forces:R:3:lowdin_spin:R:1
Hg 0.163521 0.226023 -4.215587 -0.2 -0.2 0.3 0.560
O -0.209259 0.423380 -1.779611 -0.5 0.4 -0.4 0.239
O 0.975188 -0.846032 2.405259 -0.3 -0.2 -0.9 0.014
O -0.673051 0.620668 2.783342 -0.3 -0.1 -0.8 0.017
C -0.009220 -0.151299 2.044023 0.4 0.5 0.9 0.011
C -0.347183 -0.139630 0.596892 -0.5 -0.3 -0.6 0.126
C -0.401523 0.067170 -0.625484 1.3 0.0 0.5 0.026
Li 1.617136 -1.535333 0.789857 -0.2 0.2 0.6 0.006
Li -1.827202 1.452377 1.557848 0.3 -0.3 0.4 0.002
```
Forces are in eV/Å.

Output
Net charge = +1
DFT total energy = -13831.236 eV
Kohn-Sham gap (alpha / beta) = 9.256 / 4.462 eV
Spin multiplicity = 2

---

Entry from the OMol25 dataset: C17H19BN6O2Ti as an isolated structure at a distorted geometry (the ωB97M-V functional and the def2-TZVPD basis).

```
46
Properties=species:S:1:pos:R:3:forces:R:3:lowdin_spin:R:1
Ti -0.897818 -0.779125 -0.332125 3.3 0.5 3.3 0.942
O -1.264723 0.308113 1.395963 0.6 0.1 1.4 0.011
O 0.486609 -0.994650 1.309052 -0.6 0.5 1.0 0.008
N -1.017146 0.064414 -3.188734 -1.1 -1.0 0.8 0.012
N -1.657797 -0.397995 -2.020815 -3.1 1.0 -4.9 0.035
N 0.918025 -1.068842 -1.315764 1.7 -0.6 -1.1 0.003
N 0.250035 1.882092 -2.080892 -0.4 -2.3 -1.2 0.162
N -0.279869 1.715416 -0.816807 -0.3 -2.8 1.1 0.122
N 1.305881 -0.449303 -2.492858 0.5 -0.8 1.1 0.008
C 1.895687 -1.964485 -0.991240 -0.2 1.2 -1.1 0.011
C 0.509924 3.765697 -0.924604 0.3 0.5 -0.4 0.028
C 0.027199 1.210256 4.086767 -0.4 -0.2 0.3 0.002
C 0.772882 -1.081550 4.106967 -0.2 -0.2 0.5 0.001
C -0.091956 2.859503 -0.082517 0.1 1.3 0.7 0.265
C -3.066649 -0.558501 -3.781319 -0.2 0.0 0.0 0.004
C 0.713757 0.177630 6.181414 -0.1 0.0 -0.4 0.001
C 0.160360 -0.014412 3.434685 0.3 0.4 0.0 0.002
C -2.937896 -0.746876 -2.409425 1.6 0.5 -0.7 0.033
C -0.229525 -0.204283 1.997625 0.4 -0.8 -1.1 0.014
C 2.514487 -0.924727 -2.867227 -0.4 -0.3 0.6 0.010
C 0.771708 3.106601 -2.122802 0.3 2.1 -0.1 0.221
C 0.274764 1.303212 5.463985 0.1 -0.2 0.0 0.000
C 2.923760 -1.899740 -1.947799 -0.6 0.3 0.0 0.000
C -1.843470 -0.046270 -4.232532 0.0 -0.1 0.9 0.016
C 0.992664 -1.013582 5.490025 -0.1 0.4 -0.1 0.000
C -1.269370 -2.733968 -0.092463 -1.0 -1.2 -0.1 -0.010
B 0.401174 0.670119 -3.072936 0.1 0.8 0.9 0.020
H -1.525877 0.244307 -5.230273 -0.1 0.0 0.3 0.001
H -0.451317 2.913281 0.940382 0.1 0.1 -0.4 0.018
H 3.821757 -2.502922 -1.970736 -0.1 0.2 0.0 0.000
H 1.833504 -2.591475 -0.109631 -0.1 0.3 -0.2 0.001
H 0.852346 0.230657 7.269495 0.0 0.0 -0.6 0.000
H -1.247052 1.380867 -0.757998 -0.4 0.5 -0.7 0.037
H -0.275709 2.065919 3.488098 -0.2 0.0 0.3 0.000
H 3.009883 -0.563629 -3.758070 -0.1 0.0 0.1 0.001
H 0.646396 4.816628 -0.745963 0.4 0.0 0.1 -0.004
H 1.190499 3.467779 -3.042247 0.1 0.2 0.0 0.020
H -3.932725 -0.753640 -4.394689 0.1 0.0 0.1 0.000
H -1.590873 -2.864359 0.966086 0.1 -0.2 -0.7 0.001
H -3.650457 -1.111077 -1.677274 0.2 0.0 -0.2 0.003
H 0.101089 2.247364 5.990595 0.1 -0.3 -0.3 0.000
H 0.810066 1.020907 -4.144574 0.0 0.1 0.1 0.000
H -2.048446 -3.055544 -0.824507 0.4 -0.2 0.7 0.001
H -0.334058 -3.271006 -0.287893 -0.4 -0.1 0.1 0.000
H 1.369466 -1.883717 6.041206 -0.1 0.4 -0.4 0.000
H 1.058830 -1.975094 3.554368 -0.3 0.2 0.1 0.000
```
Forces are in eV/Å.

Output
Net charge = 0
DFT total energy = -54764.733 eV
Kohn-Sham gap (alpha / beta) = 4.886 / 9.240 eV
Spin multiplicity = 3

---

Entry from the OMol25 dataset: the molecule C24H33ClN2O2 (the ωB97M-V functional and the def2-TZVPD basis).

```
62
Properties=species:S:1:pos:R:3:forces:R:3:nbo_charge:R:1
Cl -2.492505 6.129985 1.164439 -0.1 0.1 0.1 0.001
O 1.936507 -3.027487 1.842759 -0.2 0.2 0.4 -0.523
O 1.822296 -4.733696 4.103237 -0.1 0.4 -0.3 -0.512
N -1.393621 -1.147601 0.542825 0.0 0.0 0.1 -0.442
N 0.896374 1.634239 -2.722319 -0.1 0.0 0.0 -0.461
C -1.528209 0.060145 -0.242505 0.1 0.1 -0.2 -0.200
C -1.812465 5.398841 -1.343820 -0.1 0.0 0.1 -0.216
C 1.863317 2.700936 -2.711927 0.1 0.3 -0.2 -0.185
C 0.167850 1.473526 -3.962345 0.1 -0.3 -0.1 -0.216
C 1.359608 4.139596 -2.997441 0.2 -0.4 0.1 -0.453
C 0.011467 1.568074 -1.577840 0.0 -0.4 0.1 -0.208
C -1.328185 -2.179710 3.180995 0.0 -0.1 0.1 -0.215
C 1.735624 -5.590904 5.212345 0.0 -0.1 0.2 -0.249
C -1.787815 -2.351274 -0.153507 0.0 0.0 0.1 -0.417
C -0.919413 4.944364 -2.296716 0.1 0.0 0.0 -0.212
C 0.851503 -3.090934 2.678956 -0.1 0.0 -0.1 0.312
C 0.751633 -3.922383 3.811212 0.1 -0.1 0.0 0.227
C -0.196751 -2.217020 2.378593 0.3 -0.2 0.0 -0.071
C 2.735641 -4.170897 1.633083 0.4 -0.3 -0.2 -0.239
C 0.400192 4.654843 -1.968051 -0.1 0.2 0.0 -0.023
C -1.435321 -3.015286 4.271257 0.0 0.1 0.0 -0.215
C 0.812970 4.853763 -0.654310 -0.1 0.0 -0.1 -0.160
C -1.381321 5.568956 -0.038821 0.1 -0.1 -0.2 -0.050
C -0.099581 -1.300360 1.185414 0.0 0.0 -0.1 -0.250
C -0.631797 0.180485 -1.498787 -0.3 0.2 0.2 -0.250
C -0.067789 5.302987 0.311398 -0.1 0.0 0.1 -0.240
C -0.474401 0.089391 -3.989912 -0.2 0.2 -0.1 -0.402
C -0.400598 -3.880626 4.584077 0.1 -0.1 0.1 -0.289
C -1.405462 -0.072829 -2.792905 0.4 -0.2 0.0 -0.388
H -1.024900 -0.043094 -4.923284 0.0 0.0 0.0 0.204
H -1.258510 4.810526 -3.314339 0.0 0.0 -0.1 0.214
H -0.787680 2.327683 -1.621614 0.0 0.0 0.1 0.171
H 0.227811 -0.315045 1.530477 0.0 0.0 -0.1 0.210
H -0.494852 -4.516197 5.449672 0.0 -0.1 0.1 0.216
H -2.834825 5.618867 -1.608947 -0.1 0.0 0.0 0.226
H 2.126081 -5.066149 1.487068 0.0 0.0 0.0 0.175
H 2.614401 2.461063 -3.472871 0.1 0.1 0.1 0.196
H -2.786607 -2.214995 -0.565748 -0.1 -0.1 -0.1 0.199
H 0.259941 5.449650 1.328739 0.0 0.0 0.1 0.227
H 0.178600 -0.551029 -1.430688 0.0 0.0 0.0 0.203
H -2.222473 0.650340 -2.868363 -0.1 0.0 0.0 0.192
H -2.317743 -2.997132 4.892532 -0.1 0.0 0.1 0.211
H 0.895646 4.166621 -3.984430 0.0 0.1 0.0 0.209
H 2.241572 4.784465 -3.022499 0.0 0.0 -0.1 0.220
H 2.356421 2.683358 -1.736853 0.1 0.0 0.0 0.193
H 1.622840 -5.032698 6.147533 0.0 0.0 0.0 0.177
H 0.870578 1.576412 -4.793452 0.0 0.1 0.0 0.200
H -1.101225 -2.628116 -0.967919 0.0 0.0 -0.1 0.161
H 0.312869 -0.664769 -3.943595 0.0 0.0 -0.1 0.203
H 0.672818 -1.687552 0.503594 -0.1 0.1 0.0 0.195
H 2.678831 -6.135778 5.232393 -0.1 0.0 0.1 0.198
H 3.298999 -3.965023 0.721902 0.0 -0.1 0.0 0.185
H 0.602493 1.752116 -0.677080 0.0 0.0 0.0 0.201
H -1.815550 -3.172626 0.562075 0.0 -0.1 -0.1 0.209
H 1.839149 4.655557 -0.381670 0.1 0.0 0.0 0.206
H 0.910385 -6.303668 5.111200 0.0 0.0 0.0 0.176
H -1.841113 -1.073094 -2.789564 -0.1 0.0 0.0 0.209
H -0.623468 2.235709 -4.078594 0.0 0.0 -0.1 0.156
H 3.429729 -4.339633 2.458686 -0.1 0.0 -0.1 0.188
H -1.320759 0.898739 0.429104 0.0 0.1 0.0 0.194
H -2.120265 -1.498137 2.916450 -0.1 0.1 0.0 0.230
H -2.578942 0.134500 -0.539299 0.0 0.1 0.0 0.193
```
Forces are in eV/Å.

Output
Net charge = 0
DFT total energy = -45020.360 eV
Kohn-Sham gap = 8.797 eV
SMILES = COc1cccc(CN(C)C[C@H]2CCCN(CCc3ccc(Cl)cc3)C2)c1OC